Here is a molecular structure, C19H39AlBrN2S2 at a distorted geometry from the Open Molecules 2025 dataset. Energies are from wB97M-V/def2-TZVPD.

net charge: -1
multiplicity: 1
total energy: -4469.64105 hartree

Each line ends with the Mulliken charge.
Cartesian coordinates (Å):
C: 0.5644 2.6497 1.3206  -0.96
C: 1.3422 2.3475 0.0093  -0.24
C: 0.4866 1.6119 -1.0489  -0.78
C: 1.3974 0.7537 -1.9866  -1.02
N: 1.1865 -0.6709 -1.6730  0.64
C: 1.2317 -1.5397 -2.8586  -0.76
C: -0.1034 -1.6193 -3.6173  -0.64
C: -1.1993 -2.4879 -2.9592  -0.76
C: -1.5158 -2.2026 -1.4764  0.35
Al: -3.0655 -3.2790 -0.7073  -0.05
C: -4.8306 -2.5040 -1.4040  -0.83
C: -5.8383 -2.3270 -0.2276  0.10
C: -7.3120 -2.7114 -0.5971  -1.08
Br: -5.8515 -0.4511 0.4041  -0.29
C: 2.0149 -1.1247 -0.6366  -0.27
S: 1.4600 -1.2528 0.9037  -0.24
S: 3.7581 -1.6139 -0.9502  -0.18
C: 3.6175 -3.4501 -0.8836  -0.55
C: 3.9216 -4.0456 0.5291  -0.34
C: 2.7824 -5.0213 0.9178  -1.15
H: 0.8671 3.6364 1.6811  0.01
H: -0.5116 2.5673 1.1606  0.36
H: 0.8281 1.9203 2.0920  0.28
H: 1.7028 3.3004 -0.3932  0.38
H: 2.2213 1.7505 0.2642  0.24
H: -0.1907 0.9409 -0.5168  0.33
H: -0.1176 2.3268 -1.6123  0.42
H: 1.0971 0.9671 -3.0117  0.50
H: 2.4518 1.0001 -1.8090  0.47
H: 1.5717 -2.5399 -2.5811  0.25
H: 1.9903 -1.1412 -3.5551  0.31
H: -0.4623 -0.6192 -3.8840  0.32
H: 0.1434 -2.0990 -4.5792  0.41
H: -0.9787 -3.5564 -3.0606  0.21
H: -2.1304 -2.3037 -3.5152  0.33
H: -0.6248 -2.3708 -0.8534  -0.38
H: -1.7457 -1.1287 -1.3542  0.16
H: -2.9435 -3.2371 0.8976  -0.36
H: -2.9345 -4.8034 -1.2630  -0.33
H: -5.2868 -3.1853 -2.1352  0.25
H: -4.7177 -1.5326 -1.9024  0.40
H: -5.5195 -2.9934 0.5745  0.34
H: -7.3327 -3.1538 -1.5945  0.32
H: -7.6748 -3.4439 0.1279  0.25
H: -7.9410 -1.8210 -0.6220  0.34
H: 4.3236 -3.8516 -1.6126  0.46
H: 2.6099 -3.7241 -1.1929  0.16
H: 4.8425 -4.6262 0.4395  0.32
H: 4.0124 -3.2209 1.2323  0.34
H: 2.3664 -5.4859 0.0187  0.32
H: 1.9586 -4.5121 1.4203  0.26
H: 3.1628 -5.8370 1.5389  0.35
C: 2.9378 6.7187 4.6082  -1.15
C: 1.5165 7.2619 4.5106  -0.44
C: 0.6753 6.5431 3.4518  -0.33
C: 1.2780 6.6988 2.1147  0.22
N: 1.7523 6.8262 1.0803  -0.45
H: 3.4843 6.8610 3.6749  0.36
H: 3.4907 7.2367 5.3926  0.33
H: 2.9351 5.6528 4.8436  0.31
H: 1.5545 8.3296 4.2846  0.29
H: 1.0240 7.1569 5.4794  0.31
H: -0.3346 6.9520 3.4249  0.31
H: 0.6018 5.4782 3.6772  0.26

---

Here is 2 unconnected molecules or ions with the total composition C7H16BIO6P from the Open Molecules 2025 dataset. Energies are from wB97M-V/def2-TZVPD.

net charge: +1
multiplicity: 1
total energy: -1391.57884 hartree

Each line ends with the Mulliken charge.
Cartesian coordinates (Å):
O: -2.5842 0.3735 -3.1702  -0.45
B: -1.9904 0.4929 -1.9551  0.50
O: -2.4709 0.0688 -0.7710  -0.34
O: -0.7460 1.1944 -1.9111  -0.32
P: 0.6365 0.4965 -2.0227  0.49
C: 0.6032 -1.1676 -2.6138  -0.55
C: 1.9900 -1.6636 -3.0471  -0.74
C: 3.0232 -1.7684 -1.9278  -1.03
I: 2.2939 -2.6235 -0.1177  0.12
H: -2.9937 -0.4762 -3.3388  0.31
H: -3.1095 -0.6422 -0.8631  0.28
H: 1.2350 0.5676 -0.7692  0.09
H: 1.4098 1.2794 -2.8700  0.13
H: -0.0735 -1.1962 -3.4704  0.44
H: 0.1693 -1.8016 -1.8406  0.46
H: 2.3926 -0.9908 -3.8035  0.37
H: 1.8330 -2.6416 -3.4911  0.33
H: 3.4785 -0.8118 -1.6882  0.44
H: 3.8307 -2.4131 -2.2538  0.48
C: -1.9787 2.0888 3.5981  -1.43
C: -0.5942 1.5155 3.4534  0.50
C: -0.2935 0.8367 2.1328  -0.23
O: 0.6928 -0.1318 2.4992  -0.26
C: 0.4948 -0.4471 3.8123  0.58
O: 1.0169 -1.3505 4.3679  -0.51
O: -0.3874 0.4178 4.3647  -0.37
H: -2.1502 2.4126 4.6229  0.37
H: -2.1035 2.9468 2.9378  0.38
H: -2.7341 1.3405 3.3559  0.35
H: 0.1600 2.2756 3.6741  0.29
H: 0.1094 1.5108 1.3784  0.21
H: -1.1600 0.3078 1.7274  0.13